(1)
14
Properties=species:S:1:pos:R:3 method="wB97M-V/def2-TZVPD" homo_energy_ev=-9.25 lumo_energy_ev=-0.4811 gap_ha=0.322
O -1.066 1.663 0.316
C 0.837 0.180 0.673
C 1.341 -1.216 0.446
C -1.279 -0.700 -0.315
C 1.639 -0.125 -0.542
C -0.677 0.341 0.628
H -2.365 -0.758 -0.198
H -0.842 -1.680 -0.094
H -1.057 -0.466 -1.365
H 1.204 -0.235 -1.539
H 2.678 0.205 -0.570
H 1.336 0.735 1.467
H -0.685 1.884 -0.545
H -1.064 0.172 1.638

---

(2)
18
Properties=species:S:1:pos:R:3 method="wB97M-V/def2-TZVPD" homo_energy_ev=-9.72 lumo_energy_ev=0.4573 gap_ha=0.374 smiles="NS(=O)(=O)c1ccco1.O=NO"
S 0.133 1.702 0.557
O 3.273 -2.203 -0.917
O 2.474 -0.377 -1.714
O -0.613 2.912 0.691
O -1.257 -0.599 1.047
O 1.224 1.699 -0.419
N 0.781 1.083 1.969
N 2.539 -1.264 -0.740
C -2.074 -1.248 -0.884
C -0.866 0.299 0.195
C -2.038 -1.531 0.464
C -1.311 -0.003 -1.062
H -1.119 0.596 -1.898
H 1.821 0.348 -1.347
H 1.668 1.100 1.677
H 0.542 1.428 2.860
H -2.740 -1.588 -1.514
H -2.436 -2.353 1.034

---

(3)
29
Properties=species:S:1:pos:R:3 method="wB97M-V/def2-TZVPD" homo_energy_ev="-4.04 / -4.73" lumo_energy_ev="2.5942 / 0.5286" multiplicity=4 gap_ha="0.244 / 0.193" total_charge=-1 s2=3.78
Au -0.229 0.025 -0.519
Sb -2.535 -2.503 -0.146
Se 0.133 -0.497 2.630
Cl 2.455 0.068 -0.289
Cl 1.020 5.327 0.006
S -0.198 -2.358 -0.758
S -2.708 -0.130 -0.571
S -2.334 -2.503 2.236
S 0.064 2.391 -0.333
C 1.762 2.718 -0.148
C 4.504 3.433 0.137
C 1.164 0.318 5.169
C -1.110 -0.490 5.230
C 4.134 2.109 0.001
C 2.798 1.767 -0.134
C -1.131 -0.319 6.604
C 0.045 -0.191 4.504
C 3.521 4.410 0.138
C 1.134 0.486 6.543
C 2.192 4.058 0.000
C -0.007 0.160 7.265
H -2.029 -0.563 7.157
H 2.052 0.576 4.606
H -1.978 -0.856 4.701
H 3.768 5.458 0.244
H -0.019 0.281 8.341
H 5.546 3.701 0.241
H 2.006 0.873 7.056
H 4.873 1.318 -0.004

---

(4)
15
Properties=species:S:1:pos:R:3 method="wB97M-V/def2-TZVPD" homo_energy_ev=-9.53 lumo_energy_ev=0.4243 gap_ha=0.366 smiles="[H]/N=C(/C)N(N)C(=O)O"
O -0.857 2.259 -0.587
O -1.389 0.724 -2.107
N 0.673 1.290 1.530
N -0.268 -1.279 -0.885
N -0.170 0.027 -0.286
C -0.794 1.092 -0.943
C 0.552 0.171 0.895
C 1.222 -1.056 1.465
H 1.886 -1.506 0.720
H 0.169 2.040 1.032
H 1.820 -0.789 2.342
H 0.465 -1.786 1.767
H -1.184 -1.645 -0.613
H -0.361 -1.112 -1.894
H -1.762 1.570 -2.435

---

(5)
107
Properties=species:S:1:pos:R:3 method="wB97M-V/def2-TZVPD" homo_energy_ev=-5.23 lumo_energy_ev=0.8923 gap_ha=0.225 total_charge=-1
Tl -0.673 -1.291 -1.564
Sb 2.169 -0.968 1.436
Br -5.936 -5.970 -7.579
S 2.765 1.336 -2.518
O 3.400 1.454 -3.817
O -2.160 -3.967 -2.222
O -4.526 0.461 5.491
O -5.773 -1.045 4.593
O 3.470 0.529 -1.547
O -2.058 -2.114 -3.477
N -3.133 -1.707 0.167
N -0.858 0.718 -3.319
N -2.448 0.853 -0.400
N -4.884 -0.217 4.547
N 1.255 0.921 -2.526
C -4.545 -5.855 -5.097
C -1.621 1.538 -5.428
C -0.347 2.055 -5.669
C 4.341 -2.892 2.319
C -4.294 -2.435 2.590
C -4.014 -1.080 2.328
C -1.812 0.871 -4.238
C -2.071 2.085 -0.661
C -3.025 0.599 0.788
C -3.756 -5.246 -4.131
C -3.612 -3.264 -5.470
C 1.646 3.695 -1.535
C 0.660 1.887 -4.750
C -2.832 2.913 1.439
C -3.414 -0.771 1.092
C -2.426 -3.296 -3.235
C -4.215 0.005 3.254
C 1.736 4.958 -0.956
C -3.403 -2.966 0.433
C 2.796 2.986 -1.822
C 3.084 1.950 1.528
C 0.865 -2.036 2.874
C 3.062 6.868 0.011
C 4.552 -0.749 3.566
C 4.194 -1.373 2.222
C 1.630 1.437 3.475
C -3.832 1.270 3.000
C -3.287 -3.951 -4.308
C -3.982 -3.373 1.645
C -4.855 -5.146 -6.245
C -0.533 -1.432 2.730
C -2.250 3.158 0.226
C 0.659 1.600 1.176
C 0.386 1.188 -3.550
C 1.869 1.149 1.995
C 0.783 -3.477 2.361
C 2.967 5.522 -0.656
C 5.162 -0.873 1.147
C -4.398 -3.855 -6.448
C 1.275 -2.036 4.341
C 4.039 3.543 -1.535
C -3.232 1.601 1.748
C 4.120 4.796 -0.959
H -0.839 -1.393 1.680
H 3.740 -3.315 3.125
H 3.230 6.759 1.085
H -4.911 -6.864 -4.964
H 3.944 1.808 2.184
H 0.515 -2.563 4.936
H 4.059 -3.388 1.387
H 3.892 7.451 -0.392
H -4.173 -4.423 1.822
H -0.253 1.077 1.478
H 0.493 2.675 1.329
H -3.990 2.038 3.745
H -2.767 0.423 -3.988
H 5.137 0.210 1.032
H 0.682 3.249 -1.743
H -3.486 -5.767 -3.222
H 1.366 -1.026 4.744
H -1.913 4.148 -0.050
H 5.389 -3.146 2.522
H 1.658 2.253 -4.936
H -4.745 -2.727 3.526
H 4.935 -1.299 0.167
H -2.426 1.640 -6.143
H 3.883 -1.067 4.366
H 4.538 0.340 3.529
H 5.571 -1.050 3.847
H -0.139 2.586 -6.591
H 2.222 -2.553 4.499
H 0.719 0.975 3.859
H 1.528 2.522 3.618
H 5.092 5.220 -0.731
H -1.591 2.229 -1.622
H -1.263 -2.061 3.259
H -3.232 -2.258 -5.594
H 3.378 1.691 0.511
H -2.980 3.703 2.166
H -4.652 -3.325 -7.356
H 0.829 5.509 -0.732
H 2.836 3.020 1.540
H -0.607 -0.425 3.144
H 1.743 -3.994 2.407
H 2.464 1.102 4.095
H 0.809 1.433 0.105
H 4.936 2.975 -1.749
H 6.186 -1.163 1.418
H 2.145 7.442 -0.125
H 0.070 -4.045 2.972
H 0.435 -3.512 1.326
H -3.133 -3.674 -0.345

---

(6)
16
Properties=species:S:1:pos:R:3 method="wB97M-V/def2-TZVPD" homo_energy_ev="-6.79 / -9.26" lumo_energy_ev="0.9639 / -0.5340" multiplicity=3 gap_ha="0.285 / 0.321" s2=2.00
O -2.640 -0.216 -0.049
N -0.393 -1.261 -0.108
C -2.126 0.723 -0.799
C 0.383 1.092 0.628
C -1.680 -1.182 0.386
C 0.556 -0.365 -0.029
C 1.886 -0.592 -0.564
H -2.928 1.497 -0.883
H -1.566 -1.052 1.541
H -0.456 1.544 0.277
H 2.071 0.208 -1.207
H 0.319 0.984 1.688
H -2.193 -2.200 0.242
H 2.113 -1.599 -1.084
H 1.225 1.686 0.376
H 2.783 -0.551 0.250

---

(7)
14
Properties=species:S:1:pos:R:3 method="wB97M-V/def2-TZVPD" homo_energy_ev=-10.93 lumo_energy_ev=0.7745 gap_ha=0.430 smiles=CC.O.O
O -2.665 -0.845 -0.290
O -0.490 -2.647 -0.324
C 0.453 1.114 0.689
C 1.672 1.393 -0.285
H -0.353 1.731 0.235
H 1.306 2.053 -1.115
H 0.265 0.124 0.973
H 2.294 2.198 -0.014
H -0.264 -2.201 0.480
H -2.125 -0.116 -0.295
H -0.585 -3.421 -0.069
H 2.144 0.510 -0.652
H -2.315 -1.502 -0.972
H 0.664 1.610 1.638

---

(8)
46
Properties=species:S:1:pos:R:3 method="wB97M-V/def2-TZVPD" homo_energy_ev=-9.08 lumo_energy_ev=0.0482 gap_ha=0.336 smiles="CCOC(=O)C(C(=O)OCC)C(c1ccc(Cl)cc1)c1ccc(Cl)cc1"
Cl 5.489 1.432 -2.027
Cl -5.651 1.351 -2.184
O -2.158 -0.889 1.426
O -0.747 -2.520 2.012
O 2.164 0.485 1.608
O 1.930 -1.714 2.027
C 1.222 0.070 -1.402
C 3.873 0.903 -1.733
C -3.716 -0.532 -1.827
C 4.276 1.584 2.024
C -3.025 1.800 -1.871
C -3.174 -1.812 1.916
C 2.851 1.843 -1.786
C 3.573 -0.482 -1.731
C 3.513 0.289 2.154
C -1.377 0.044 -1.408
C -0.919 -1.401 1.521
C 0.103 -0.463 0.948
C 1.449 -0.651 1.575
C -1.689 1.389 -1.727
C 1.518 1.421 -1.659
C 2.236 -0.881 -1.608
C -0.075 -0.387 -0.764
C -4.040 0.850 -1.847
C -4.518 -1.170 1.739
C -2.381 -0.913 -1.629
H -0.066 -1.492 -0.639
H -2.180 -1.990 -1.525
H -4.506 -1.243 -2.034
H 3.806 2.417 2.562
H -3.117 -2.742 1.336
H -0.201 0.553 1.006
H 4.384 -1.180 -1.893
H 4.331 1.895 0.970
H -2.937 -1.970 2.966
H 3.045 2.907 -1.979
H -4.664 -0.845 0.701
H -4.651 -0.270 2.351
H -0.911 2.135 -1.676
H -3.233 2.861 -2.071
H 3.369 0.016 3.204
H 0.743 2.169 -1.557
H 4.036 -0.501 1.592
H 2.042 -1.961 -1.513
H 5.295 1.466 2.427
H -5.311 -1.874 2.027

---

(9)
23
Properties=species:S:1:pos:R:3 method="wB97M-V/def2-TZVPD" homo_energy_ev=-1.63 lumo_energy_ev=4.5828 gap_ha=0.228 total_charge=-2
Co -1.433 1.683 0.106
Co 1.539 0.803 0.134
S -1.846 -6.622 -1.396
O -1.506 1.251 -2.762
O -3.642 0.152 1.186
O 4.112 -0.178 1.217
O 2.177 3.661 0.005
O 2.151 0.321 -2.703
O -1.531 4.530 0.718
N -0.487 -4.322 -0.537
C 1.768 0.372 -1.614
C -2.780 0.783 0.735
C -1.493 3.397 0.470
C -1.054 -5.306 -0.904
C 0.417 -0.445 0.783
C 0.069 -1.739 0.705
C -1.453 1.418 -1.616
C 1.959 2.526 0.036
C 3.083 0.130 0.794
C 0.051 0.854 1.179
H 0.766 -2.450 0.269
H -0.929 -2.075 0.996
H 0.062 1.257 2.199

---

(10)
64
Properties=species:S:1:pos:R:3 method="wB97M-V/def2-TZVPD" homo_energy_ev=-7.58 lumo_energy_ev=1.5863 gap_ha=0.337 total_charge=-1
O -2.691 -1.680 1.687
O -0.387 -0.274 -0.233
O -0.039 -2.565 -0.408
O -0.482 1.108 -4.424
O -1.403 0.810 2.268
O -1.150 -2.651 -4.496
O -0.760 2.588 -1.488
O -4.368 -0.760 -0.384
O 1.268 1.734 1.910
O -3.181 1.479 -3.523
O 1.825 -1.007 3.319
O 4.014 1.288 3.393
O -1.718 -3.078 -1.616
O -1.972 -0.183 -1.749
O -2.971 1.587 0.150
O 4.892 0.474 -1.078
O 1.896 -1.138 -0.044
O 0.447 -1.505 1.720
O 0.769 -1.080 -3.238
O 1.898 1.328 -1.777
O 1.222 1.022 5.130
O 4.247 2.722 0.974
O -0.843 -0.949 5.516
O 3.619 -0.455 1.161
O -4.468 -2.346 -2.736
C -1.138 -0.812 -1.094
C -0.980 -2.228 -1.109
C 2.482 -0.939 1.059
C 1.619 -1.199 2.125
B 0.483 -1.356 0.279
H -2.770 0.997 -2.824
H -3.088 2.435 -3.332
H 2.152 1.811 2.259
H -0.837 -1.239 4.598
H 2.459 1.587 -2.537
H -0.338 -2.167 -4.348
H 1.918 0.729 4.528
H 4.460 0.052 -0.317
H -2.110 -2.367 1.992
H 0.939 1.707 4.573
H 4.265 2.177 1.793
H -4.527 -1.751 -1.997
H -0.526 1.096 2.027
H -1.559 -2.876 -3.620
H -1.374 1.925 -1.282
H 5.800 0.589 -0.820
H 1.943 0.363 -1.863
H 0.069 2.206 -1.784
H -2.282 1.276 0.713
H -3.286 -1.470 2.393
H -5.017 -0.743 0.277
H 4.928 2.385 0.373
H -1.366 1.261 -4.098
H -0.717 0.678 -5.256
H -3.864 -2.916 -2.300
H 0.385 -0.345 -3.601
H 1.695 -0.981 -3.449
H -3.465 0.773 -0.050
H 1.111 2.398 1.239
H -0.077 -0.327 5.519
H 3.948 0.382 3.628
H -1.432 -0.116 1.976
H -3.685 -1.249 0.087
H 4.121 1.783 4.207

---

(11)
49
Properties=species:S:1:pos:R:3 method="wB97M-V/def2-TZVPD" homo_energy_ev=-11.09 lumo_energy_ev=-4.6695 gap_ha=0.236 total_charge=+1
Zr -0.060 0.263 0.101
O 1.177 1.787 3.779
O -1.165 1.519 -1.451
O -2.077 3.441 -2.134
O 3.987 1.818 -1.254
O 0.571 0.519 2.005
O -1.719 -0.860 0.220
O 1.616 0.495 -0.909
N -0.666 -2.771 -0.425
N 0.391 -1.859 -0.522
N -0.539 2.427 0.831
C 3.885 -2.323 -1.482
C 2.708 -1.623 -1.184
C -1.125 3.328 0.041
C -1.737 -2.178 -0.031
C -4.139 -2.221 0.541
C -5.332 -2.904 0.718
C -2.993 -2.912 0.156
C -5.380 -4.275 0.514
C 5.094 -0.259 -1.585
C 0.634 1.630 2.728
C 5.068 -1.651 -1.685
C 3.786 2.387 0.038
C 2.734 -0.224 -1.121
C 3.945 0.452 -1.300
C -1.276 4.644 0.410
C -0.164 4.082 2.477
C -0.784 5.018 1.665
C 1.491 -2.368 -0.964
C -0.067 2.777 2.016
C -4.236 -4.967 0.133
C -3.043 -4.291 -0.046
C -1.473 2.695 -1.258
H 3.850 -3.404 -1.540
H -4.275 -6.036 -0.022
H -6.312 -4.807 0.655
H -2.143 -4.812 -0.341
H -0.876 6.044 1.994
H 4.259 3.366 0.031
H -1.747 5.354 -0.255
H 2.720 2.505 0.251
H -4.087 -1.153 0.703
H 1.490 -3.435 -1.176
H 0.248 4.333 3.445
H 6.012 0.296 -1.734
H 5.975 -2.191 -1.912
H 4.240 1.771 0.817
H -6.223 -2.368 1.018
H -2.244 2.941 -2.954

---

(12)
7
Properties=species:S:1:pos:R:3 method="wB97M-V/def2-TZVPD" homo_energy_ev="-9.94 / -9.91" lumo_energy_ev="-2.3385 / -2.3461" gap_ha="0.279 / 0.278"
S -1.300 0.044 0.029
S 1.905 1.089 0.301
O -1.405 1.320 -0.604
O -2.529 -0.760 0.229
C 0.154 -0.828 -0.079
H 2.693 0.515 -0.691
H 0.481 -1.380 0.815